This record from the OMol25 dataset describes one molecule with the formula C19H18FNO at a distorted geometry. The level of theory is wB97M-V/def2-TZVPD.

Computed properties:
SMILES: Cc1nc2c(cc1C(=O)/C=C/c1ccccc1F)CCCC2
ΔE to the lowest compared entry with this formula, charge and spin: 0.00 kJ/mol
E: -964.668863 hartree
Molecular weight: 295.4 Da
Lowest unoccupied orbital energy: -0.347 eV
HOMO level: -0.3266 Ha

Geometry as ORCA input:
```
! wB97M-V def2-TZVPD RIJCOSX def2/J DEFGRID3
* xyz 0 1
C 0.624 -0.283 1.838
C -0.513 0.411 1.144
N -1.696 0.293 1.738
C -2.798 0.825 1.206
C -2.768 1.558 0.015
C -1.521 1.736 -0.610
C -0.364 1.098 -0.081
C 0.881 1.226 -0.871
O 1.178 2.278 -1.428
C 1.682 0.007 -1.112
C 3.064 0.007 -1.099
C 3.915 -1.185 -1.149
C 3.371 -2.465 -1.386
C 4.180 -3.597 -1.454
C 5.539 -3.507 -1.293
C 6.108 -2.272 -1.002
C 5.294 -1.124 -0.931
F 5.866 0.091 -0.736
C -4.037 2.203 -0.499
C -5.296 1.535 0.119
C -5.178 1.538 1.650
C -4.062 0.533 1.994
H 0.732 -1.343 1.499
H 0.454 -0.337 2.929
H 1.585 0.217 1.642
H -1.481 2.336 -1.510
H 1.164 -0.951 -1.131
H 3.602 0.982 -0.977
H 2.310 -2.574 -1.581
H 3.756 -4.556 -1.630
H 6.137 -4.419 -1.308
H 7.155 -2.194 -0.778
H -3.986 3.261 -0.203
H -4.086 2.145 -1.579
H -5.422 0.536 -0.301
H -6.164 2.148 -0.154
H -4.945 2.534 2.051
H -6.109 1.217 2.137
H -4.365 -0.488 1.815
H -3.806 0.584 3.027
*
```